1.
Below is an isolated molecule of C4H4Cl2O in a non-equilibrium geometry, with properties calculated with ωB97M-V with the def2-TZVPD basis set.

Positions of all 11 atoms, in Å:
H -1.495 1.956 1.023
C -0.614 -0.183 0.536
H 2.074 -1.042 -1.522
Cl -1.114 -0.722 2.104
O 0.269 1.881 0.214
C 0.447 -0.995 -0.162
H 0.359 -2.185 0.113
Cl -2.009 -0.333 -0.708
H 1.508 0.707 -1.112
C -0.707 1.363 0.605
C 1.282 -0.447 -1.093

## Properties
SMILES string   C=CC(Cl)(Cl)C=O
Relative energy (zero: lowest compared OMol25 entry of this formula, charge and spin)   1.740 eV
Charge   0
Kohn-Sham gap   10.3 eV
DFT total energy   -1150.35204 Ha
Largest force on an atom   3.5 eV/A
Lowest unoccupied orbital energy   0.30 eV
2S+1   1
HOMO energy   -0.3670 hartree



2.
Below is an isolated molecule of C4H4Cl2O in a non-equilibrium geometry, with properties calculated with ωB97M-V with the def2-TZVPD basis set.

Positions of all 11 atoms, in Å:
O -0.880 0.029 -1.292
H 1.321 -0.118 -1.596
C -1.380 -0.606 -0.179
C 0.601 0.172 0.528
Cl 0.849 1.644 1.609
H 0.675 1.752 -1.109
C 0.416 0.464 -1.042
C -0.638 -0.523 0.953
H -0.796 -0.814 2.074
H -2.315 -1.133 -0.448
Cl 2.147 -0.867 0.500

## Properties
SMILES string   ClC1(Cl)C=COC1
Relative energy (zero: lowest compared OMol25 entry of this formula, charge and spin)   1.561 eV
Charge   0
Kohn-Sham gap   10.2 eV
DFT total energy   -1150.35864 Ha
Largest force on an atom   4.7 eV/A
Lowest unoccupied orbital energy   0.73 eV
2S+1   1
HOMO energy   -0.3476 hartree



3.
Below is an isolated molecule of C4H4Cl2O2 in a non-equilibrium geometry, with properties calculated with ωB97M-V with the def2-TZVPD basis set.

Positions of all 12 atoms, in Å:
O 0.795 -1.881 -0.536
C -0.386 0.058 0.126
H 0.181 0.820 2.147
Cl 1.993 1.017 -1.101
Cl -2.065 0.625 0.301
O -1.195 -1.594 -1.469
H 0.271 2.143 0.022
H 1.305 -0.464 1.350
C -0.214 -1.229 -0.653
C 0.661 1.146 0.005
C 0.565 0.324 1.250
H -1.911 -0.964 -1.443

## Properties
SMILES string   O=C(O)[C@@]1(Cl)C[C@H]1Cl
Relative energy (zero: lowest compared OMol25 entry of this formula, charge and spin)   0.018 eV
Charge   0
Kohn-Sham gap   11.0 eV
DFT total energy   -1225.67343 Ha
Largest force on an atom   1.2 eV/A
Lowest unoccupied orbital energy   0.56 eV
2S+1   1
HOMO energy   -0.3849 hartree



4.
Below is a cluster of 2 separate species, C4H4Cl2S in total in a non-equilibrium geometry, with properties calculated with ωB97M-V with the def2-TZVPD basis set.

Positions of all 11 atoms, in Å:
C -1.570 0.144 -0.440
C -1.446 -0.367 -1.625
Cl 2.922 0.345 -0.427
H 0.140 -0.041 1.892
Cl -2.385 0.230 0.924
S 0.613 2.028 0.071
C 1.498 0.618 0.546
H 1.703 -1.170 1.859
C 1.058 -0.255 1.481
H -0.595 -0.341 -2.348
H -1.938 -1.191 -1.932

## Properties
Relative energy (zero: lowest compared OMol25 entry of this formula, charge and spin)   4.457 eV
Charge   0
Kohn-Sham gap (alpha / beta)   6.0 / 6.0 eV
DFT total energy   -1473.18573 Ha
Largest force on an atom   4.5 eV/A
Lowest unoccupied orbital energy (alpha / beta)   -2.10 / -2.10 eV
2S+1   1
HOMO energy (alpha / beta)   -0.2967 / -0.2967 hartree